*i*
Density functional theory data (ωB97M-V/def2-TZVPD) for C3H6N4O2 in the gas phase.

Last column: Löwdin charge in e.
Cartesian coordinates (Å):
C1 2.23176 0.70304 -0.43589  -0.296
C2 0.50157 -1.08454 -0.44391  -0.217
C3 -0.35662 -0.87834 0.79923  -0.164
N1 1.41990 -0.09719 -0.79081  0.103
N2 -1.19649 0.31924 0.81531  0.065
N3 3.02658 1.54112 -0.06453  0.136
N4 -2.08048 0.33860 -0.05478  -0.412
O1 -2.59283 1.65074 -0.10525  0.063
O2 -2.57381 -0.43149 -0.80896  0.095
H1 1.06046 -2.03294 -0.31730  0.137
H2 -0.22730 -1.01385 -1.20193  0.087
H3 -1.08312 -1.75241 0.68807  0.139
H4 0.19362 -0.79731 1.72780  0.111
H5 3.85957 1.58857 -0.55227  0.031
H6 -2.18282 1.94674 0.74523  0.121

Results
2S+1: 1
Structure (SMILES): N=C=NCC/N=[N+](\[O-])O
Highest occupied orbital energy, hartree: -0.3455

=====

*ii*
Density functional theory data (ωB97M-V/def2-TZVPD) for C3H6N4O2 in the gas phase.

Last column: Löwdin charge in e.
Cartesian coordinates (Å):
C1 0.40055 -0.90087 -0.97702  -0.217
C2 -0.72873 0.66956 0.41769  -0.116
C3 1.66306 0.49647 0.40424  -0.055
N1 -0.06149 -1.89078 0.05128  -0.015
N2 -0.81614 -1.62892 0.91515  0.203
N3 0.39528 0.29547 -0.33166  -0.162
N4 -1.98352 0.69095 -0.05155  -0.426
O1 -2.87192 1.17447 0.67526  0.035
O2 -2.19783 0.21114 -1.16513  0.013
H1 1.26396 -1.18764 -1.55171  0.122
H2 -0.60518 -1.02732 -1.65210  0.175
H3 -0.46209 1.28702 1.30556  0.152
H4 2.48652 0.33860 -0.30596  0.096
H5 1.77253 1.49567 0.88507  0.096
H6 1.74499 -0.02381 1.38086  0.097

Results
2S+1: 1
Highest occupied orbital energy (spin up / spin down), hartree: -0.3174 / -0.3167

=====

Preferred: *i*; penalty for the next structure: 25.7 kcal/mol.

=====

*i*
Density functional theory data (ωB97M-V/def2-TZVPD) for C12H24O3 in the gas phase.

Last column: Löwdin charge in e.
Cartesian coordinates (Å):
O1 1.19784 -1.91742 -0.97465  -0.095
O2 0.61964 -0.78965 0.86561  -0.013
O3 -0.95289 0.53194 -0.42408  -0.025
C1 2.35964 -4.01719 -1.61038  -0.061
C2 -1.83405 -2.31894 2.69298  -0.071
C3 -1.29397 4.32841 -0.20769  -0.146
C4 2.17211 -2.43209 -1.84622  -0.232
C5 -0.77482 -0.36423 0.61097  -0.308
C6 1.55876 -0.87507 -0.11867  -0.386
C7 -1.29328 -0.85949 3.09566  -0.214
C8 -1.30529 3.44284 -1.45355  -0.240
C9 -1.46531 0.10186 1.91510  -0.133
C10 1.51855 0.45999 -0.97435  -0.001
C11 -0.05299 2.46368 -1.61603  -0.122
C12 0.20067 1.27828 -0.61147  -0.322
H1 3.14592 -4.45646 -2.29924  0.083
H2 2.60256 -4.22596 -0.57360  0.062
H3 1.48820 -4.55769 -1.93164  0.049
H4 -1.24474 -2.71849 1.94661  0.027
H5 -1.71768 -3.04992 3.51759  0.073
H6 -2.88306 -2.24461 2.44141  0.068
H7 -1.83536 5.34815 -0.32861  0.094
H8 -1.70171 3.84478 0.62498  0.023
H9 -0.20005 4.54983 0.14317  0.100
H10 3.16543 -1.98029 -1.57611  0.130
H11 1.84302 -2.30575 -2.88286  0.113
H12 -1.26937 -1.26252 0.25556  0.150
H13 2.46938 -0.92992 0.34241  0.129
H14 -1.82291 -0.41574 3.93031  0.093
H15 -0.22838 -0.89181 3.31211  0.096
H16 -1.35937 4.25401 -2.29911  0.129
H17 -2.21065 2.86101 -1.45921  0.084
H18 -2.46873 0.11158 1.61215  0.091
H19 -1.28685 1.15722 2.39936  0.154
H20 2.35434 1.10000 -0.64190  0.126
H21 1.48068 0.02452 -2.01861  0.135
H22 -0.19827 1.92676 -2.52311  0.090
H23 0.84072 3.08400 -1.74544  0.112
H24 0.38227 1.74439 0.41052  0.158

Results
2S+1: 1
Structure (SMILES): CCC[C@@H]1C[C@H](OCC)O[C@@H](CCC)O1
Highest occupied orbital energy, hartree: -0.3429

=====

*ii*
Density functional theory data (ωB97M-V/def2-TZVPD) for 3 unconnected molecules or ions with the total composition C12H24O3.

Last column: Löwdin charge in e.
Cartesian coordinates (Å):
C1 -0.10585 0.04300 -0.31013  -0.158
C2 1.19615 0.86594 -0.14894  -0.154
C3 0.97633 1.70618 1.11059  -0.194
O1 -0.13072 1.13533 1.81328  -0.163
C4 -0.61727 -0.00704 1.10932  -0.208
H1 0.15907 -0.95919 -0.64944  0.098
H2 -0.80183 0.47151 -1.03186  0.105
H3 1.44486 1.39910 -1.06547  0.107
H4 2.01678 0.17509 0.04606  0.102
H5 0.82725 2.77576 0.96642  0.107
H6 1.83896 1.48172 1.74719  0.114
H7 -1.68629 -0.19806 1.21881  0.116
H8 -0.09088 -0.80360 1.66882  0.123
C5 -2.29474 4.05027 1.66858  -0.161
C6 -2.54646 4.07139 0.13212  -0.143
C7 -3.83364 3.23854 0.04730  -0.223
O2 -4.42656 3.24766 1.32666  -0.151
C8 -3.38139 3.23245 2.32791  -0.172
H9 -2.36068 5.07393 2.03492  0.106
H10 -1.26476 3.69881 1.76628  0.088
H11 -1.82730 3.62123 -0.55664  0.097
H12 -2.56491 5.12624 -0.14061  0.101
H13 -3.70483 2.21559 -0.32314  0.112
H14 -4.58561 3.67568 -0.61822  0.116
H15 -3.06284 2.21282 2.55974  0.113
H16 -3.80523 3.72260 3.19925  0.116
C9 2.48551 -5.33542 -1.61661  -0.161
C10 3.03202 -4.26370 -2.58775  -0.149
C11 2.99232 -2.97959 -1.74607  -0.214
O3 1.98642 -3.18955 -0.76626  -0.168
C12 2.09001 -4.56707 -0.36832  -0.195
H17 3.28277 -6.03217 -1.35235  0.105
H18 1.67707 -5.89737 -2.07840  0.105
H19 2.34034 -4.18359 -3.42541  0.105
H20 4.00592 -4.53872 -2.98599  0.106
H21 2.78754 -2.10057 -2.35614  0.116
H22 3.91200 -2.76234 -1.18889  0.118
H23 1.17749 -4.83240 0.16286  0.119
H24 2.86302 -4.59045 0.41051  0.116

Results
2S+1: 1
Structure (SMILES): C1CCOC1.C1CCOC1.C1CCOC1
Highest occupied orbital energy, hartree: -0.3420

=====

*iii*
Density functional theory data (ωB97M-V/def2-TZVPD) for 3 unconnected molecules or ions with the total composition C12H24O3.

Last column: Löwdin charge in e.
Cartesian coordinates (Å):
C1 3.28708 0.98526 2.86008  -0.162
C2 3.89118 0.65894 1.52260  -0.182
C3 2.70570 0.59994 0.56871  -0.189
O1 1.57837 0.27250 1.38557  -0.171
C4 1.90685 0.30677 2.76534  -0.209
H1 3.11196 2.05890 2.95093  0.114
H2 3.79012 0.57565 3.73341  0.112
H3 4.36065 -0.33191 1.54163  0.116
H4 4.65017 1.33406 1.12111  0.114
H5 2.80367 -0.17205 -0.19304  0.117
H6 2.52270 1.60015 0.15653  0.118
H7 1.88678 -0.71437 3.16296  0.114
H8 1.16772 0.86388 3.34723  0.115
C5 -2.17803 2.22413 -0.65074  -0.167
C6 -2.58983 1.61690 -1.96930  -0.180
C7 -1.24750 1.29948 -2.61588  -0.195
O2 -0.46476 2.45100 -2.26983  -0.156
C8 -0.92451 3.06522 -1.07480  -0.181
H9 -1.85896 1.51844 0.11886  0.094
H10 -3.00198 2.77048 -0.18728  0.108
H11 -3.02374 2.38538 -2.61174  0.119
H12 -3.22814 0.74061 -1.84381  0.111
H13 -1.26667 1.20489 -3.69814  0.118
H14 -0.77464 0.41091 -2.18015  0.105
H15 -1.19106 4.08675 -1.34292  0.115
H16 -0.18443 2.95824 -0.28243  0.107
C9 -1.99864 -2.68211 -1.00308  -0.187
C10 -1.51794 -1.76695 0.08982  -0.175
C11 -0.07841 -2.22714 0.26339  -0.179
O3 -0.14769 -3.65301 0.02441  -0.141
C12 -1.36751 -4.01205 -0.61995  -0.203
H17 -1.65608 -2.34465 -1.98684  0.112
H18 -3.08528 -2.67844 -1.13634  0.114
H19 -2.03980 -1.76807 1.04871  0.121
H20 -1.60223 -0.72238 -0.23449  0.083
H21 0.36792 -1.99614 1.22597  0.104
H22 0.58078 -1.81522 -0.50923  0.114
H23 -2.01982 -4.55098 0.06623  0.117
H24 -1.16400 -4.55300 -1.54347  0.116

Results
2S+1: 1
Structure (SMILES): C1CCOC1.C1CCOC1.C1CCOC1
Highest occupied orbital energy, hartree: -0.3432

=====

Preferred: *iii*; penalty for the next structure: 7.2 kcal/mol.

=====

*i*
Density functional theory data (ωB97M-V/def2-TZVPD) for 2 unconnected molecules or ions with the total composition C6H8N2O2.

Last column: Löwdin charge in e.
Cartesian coordinates (Å):
C1 -1.46289 0.33737 -0.18909  -0.473
C2 -1.04198 0.85191 1.22723  -0.024
C3 0.17147 1.08619 1.51178  -0.227
C4 1.09463 0.54010 -0.64866  -0.474
C5 1.01555 -2.25403 0.03232  -0.064
C6 -0.21395 -2.22080 0.51073  -0.074
H1 -0.51215 0.17549 -1.87227  0.165
H2 -1.92529 1.18384 1.81120  0.123
H3 0.13791 1.68709 2.50355  0.164
H4 2.08492 1.73258 1.11451  0.288
H5 1.06322 -1.99080 -0.93101  0.003
H6 1.86199 -2.80730 0.63381  0.108
H7 -0.95179 -1.90128 -0.21066  0.040
H8 -0.74185 -2.54753 1.38657  0.062
N1 -0.28601 0.11995 -0.87984  0.123
N2 1.21636 0.94481 0.69911  0.092
O1 -2.54203 0.17706 -0.71014  0.083
O2 1.92873 0.69421 -1.51942  0.087

Results
2S+1: 1
Structure (SMILES): O=c1cc[nH]c(=O)[nH]1.C=C
Highest occupied orbital energy, hartree: -0.3556

=====

*ii*
Density functional theory data (ωB97M-V/def2-TZVPD) for C6H8N2O2 in the gas phase.

Last column: Löwdin charge in e.
Cartesian coordinates (Å):
C1 -1.29769 2.10736 -0.56769  -0.160
C2 -0.08801 1.82691 -0.01232  -0.151
C3 1.97795 1.03408 1.96924  -0.155
C4 -2.71831 0.21304 -0.66160  -0.026
C5 1.35789 0.22848 0.89844  -0.320
C6 1.43981 -1.87601 -0.18204  -0.060
N1 -2.19304 1.25934 -1.11308  -0.015
N2 0.40334 0.57263 0.10832  0.131
O1 1.64425 2.14992 2.28969  0.079
O2 1.87181 -1.01570 0.85623  -0.072
H1 -1.56182 3.14510 -0.72137  0.105
H2 0.54209 2.66668 0.26233  0.105
H3 2.79692 0.49709 2.48366  0.132
H4 -3.35134 -0.36873 -1.31641  0.064
H5 -2.59209 -0.14171 0.36514  0.081
H6 1.42714 -2.88490 0.22802  0.092
H7 2.14246 -1.82558 -1.01795  0.096
H8 0.44754 -1.58780 -0.53048  0.075

Results
2S+1: 1
Structure (SMILES): C=N/C=C\N=C(/C=O)OC
Highest occupied orbital energy (spin up / spin down), hartree: -0.2915 / -0.2915

=====

Preferred: *ii*; penalty for the next structure: 5.7 kcal/mol.

=====

*i*
Density functional theory data (ωB97M-V/def2-TZVPD) for 2 unconnected molecules or ions with the total composition C6H8N2O2.

Last column: Löwdin charge in e.
Cartesian coordinates (Å):
O1 2.69357 -2.13147 0.07126  0.046
C1 1.81216 -1.27472 0.02834  -0.480
N1 0.91085 -1.01266 1.00535  0.067
C2 0.25466 0.25685 0.81814  -0.140
C3 0.73880 0.67869 -0.54357  -0.209
C4 0.10045 1.84157 -1.24354  -0.129
C5 0.23756 1.80120 -2.70447  -0.209
N2 0.31417 1.70853 -3.86812  0.151
C6 1.61476 -0.22442 -1.00699  0.080
H1 0.58539 -1.71021 1.67592  0.162
H2 -0.84124 0.14146 0.83936  0.132
H3 0.52393 0.99323 1.59223  0.135
H4 -0.97559 1.89712 -1.01164  0.132
H5 0.52206 2.78779 -0.86859  0.134
H6 2.05488 -0.26390 -2.00089  0.130
O2 -3.73813 -1.75712 2.13726  -0.118
H7 -3.56827 -2.67886 2.35545  0.022
H8 -3.24002 -1.05310 2.72452  0.095

Results
2S+1: 1
Structure (SMILES): N#CCC1=CC(=O)NC1.O
Highest occupied orbital energy, hartree: -0.3668

=====

*ii*
Density functional theory data (ωB97M-V/def2-TZVPD) for C6H8N2O2 in the gas phase.

Last column: Löwdin charge in e.
Cartesian coordinates (Å):
C1 -1.98757 0.03783 -1.57285  0.036
C2 -0.82110 0.20747 -0.86552  -0.120
C3 -0.42005 -0.01479 0.50665  -0.359
C4 -1.81358 0.22154 -2.98749  -0.078
C5 1.56197 0.19582 2.15925  -0.098
C6 1.11362 -0.01476 0.68164  -0.173
N1 0.22823 0.56172 -1.82713  -0.074
N2 -0.26969 0.52383 -3.13035  0.008
O1 -1.22267 -0.39806 1.34430  0.098
O2 0.49102 -0.57097 -2.60244  -0.026
H1 -2.86419 -0.36095 -1.22232  0.100
H2 -1.92792 -0.71055 -3.45847  0.115
H3 -2.31476 1.02763 -3.32720  0.087
H4 1.48562 1.33115 2.25136  0.099
H5 1.02146 -0.30010 2.99982  0.076
H6 2.54798 -0.22272 2.33302  0.057
H7 1.52701 -0.85219 0.01666  0.144
H8 1.57096 0.84925 0.14629  0.108

Results
2S+1: 1
Structure (SMILES): CCC(=O)C1=CCn2on21
Highest occupied orbital energy, hartree: -0.3620

=====

Preferred: *i*; penalty for the next structure: 126.1 kcal/mol.

=====

*i*
Density functional theory data (ωB97M-V/def2-TZVPD) for C4H5NO in the gas phase.

Last column: Löwdin charge in e.
Cartesian coordinates (Å):
O1 2.21156 0.70791 -0.14489  0.016
C1 0.97177 0.13366 -0.15019  -0.460
C2 0.58493 -1.16730 -0.27092  -0.020
C3 -0.90345 -1.01047 -0.02725  -0.236
C4 -1.24616 0.41315 0.00577  -0.066
N1 -0.08850 1.04092 -0.02162  0.120
H1 2.81098 -0.04997 -0.19737  0.102
H2 -0.67485 -1.25943 1.03603  0.144
H3 -1.64697 -1.72619 -0.37807  0.108
H4 -2.18997 0.94156 0.06332  0.122
H5 0.03422 2.04312 0.07951  0.170

Results
2S+1: 1
Highest occupied orbital energy (spin up / spin down), hartree: -0.2875 / -0.2875

=====

*ii*
Density functional theory data (ωB97M-V/def2-TZVPD) for a molecular structure, C4H5NO.

Last column: Löwdin charge in e.
Cartesian coordinates (Å):
C1 1.10558 -0.21758 -1.10619  -0.029
C2 -0.03574 0.03425 -0.23416  -0.434
C3 0.15218 -0.28641 1.05822  -0.076
O1 -1.07833 -0.04712 1.67728  0.011
C4 -1.83924 0.52919 0.69291  -0.186
N1 -1.26579 0.63670 -0.45824  0.134
H1 2.04021 -0.50384 -0.05256  0.149
H2 1.16674 0.52080 -1.93857  0.090
H3 1.29105 -1.21821 -1.45527  0.048
H4 1.37684 -0.70802 1.05297  0.157
H5 -2.83922 0.87301 0.95711  0.136

Results
2S+1: 1
Highest occupied orbital energy, hartree: -0.3341

=====

Preferred: *i*; penalty for the next structure: 9.1 kcal/mol.